No. 1
C22H30CoN3O2 | the ωB97M-V functional and the def2-TZVPD basis

Geometry as XYZ:
```
58
Properties=species:S:1:pos:R:3
Co -0.06793 1.03605 -0.42793
C -4.39825 1.91958 -1.21974
C -2.94795 2.25356 -1.44913
C -2.29926 1.85140 -2.62529
C -0.96727 2.14125 -2.84055
C -0.23187 2.85490 -1.88552
C -0.88669 3.32437 -0.74200
C -2.22502 2.99810 -0.52035
H -4.51443 0.86545 -0.95681
H -4.98092 2.08778 -2.12530
H -4.82662 2.51652 -0.41712
H -2.86131 1.31388 -3.38156
H -0.48210 1.82850 -3.75722
H 0.77371 3.18361 -2.11203
H -0.37597 4.00173 -0.06763
H -2.72350 3.36662 0.36840
N -1.36595 0.77857 6.60916
C -0.27846 0.71420 5.81037
O 0.84734 0.45632 6.17492
C -0.49115 0.95990 4.33412
C 0.38294 1.82539 3.68300
C 0.32357 1.92294 2.31373
N -0.53874 1.19469 1.57499
C -1.40119 0.38815 2.20936
C -1.41865 0.25336 3.58256
H -1.24688 0.61909 7.59707
H -2.26687 1.07185 6.27647
H 1.12013 2.38460 4.24405
H 1.00269 2.57472 1.77767
H -2.08744 -0.17410 1.58710
H -2.12013 -0.43063 4.04551
C 4.44284 -1.33642 1.19621
N 3.10525 -0.81192 0.88549
C 1.98033 -1.52665 1.47932
C 2.98612 0.28770 0.18026
O 1.93553 0.90634 -0.10759
H 4.49625 -2.38610 0.91553
H 4.63736 -1.24276 2.26276
H 5.19667 -0.78063 0.64469
H 2.00326 -2.56788 1.15847
H 1.04296 -1.08036 1.17224
H 2.05730 -1.49359 2.56685
H 3.93690 0.69429 -0.16878
C 1.81169 -2.39532 -3.61368
C 0.33240 -2.59513 -3.16973
C 0.12537 -3.97671 -2.53076
C -0.60360 -2.40706 -4.39988
C 0.03425 -1.54034 -2.24549
C -0.24693 -0.60753 -1.42741
H 2.05223 -3.21635 -4.29030
H 2.49650 -2.43516 -2.76581
H 1.94812 -1.45160 -4.14132
H 0.43140 -4.74483 -3.24186
H -0.92240 -4.14059 -2.27788
H 0.72615 -4.08800 -1.62723
H -0.34796 -3.19050 -5.11484
H -0.45172 -1.43838 -4.87500
H -1.65209 -2.51687 -4.12455
```

Summary:
total charge = +2
2S+1 = 5
Kohn-Sham gap (spin up / spin down) = 9.4 / 5.3 eV
ΔE to the lowest compared entry with this formula, charge and spin = 6.7 kcal per mole

natural (NBO) atomic charges, in units of e: atom 1 (Co): 1.48, atom 2 (C): -0.65, atom 3 (C): 0.02, atom 4 (C): -0.21, atom 5 (C): -0.18, atom 6 (C): -0.36, atom 7 (C): -0.29, atom 8 (C): -0.16, atom 9 (H): 0.24, atom 10 (H): 0.25, atom 11 (H): 0.24, atom 12 (H): 0.24, atom 13 (H): 0.24, atom 14 (H): 0.26, atom 15 (H): 0.25, atom 16 (H): 0.23, atom 17 (N): -0.79, atom 18 (C): 0.63, atom 19 (O): -0.56, atom 20 (C): -0.02, atom 21 (C): -0.20, atom 22 (C): 0.04, atom 23 (N): -0.60, atom 24 (C): 0.05, atom 25 (C): -0.23, atom 26 (H): 0.43, atom 27 (H): 0.41, atom 28 (H): 0.27, atom 29 (H): 0.22, atom 30 (H): 0.22, atom 31 (H): 0.25, atom 32 (C): -0.41, atom 33 (N): -0.35, atom 34 (C): -0.42, atom 35 (C): 0.56, atom 36 (O): -0.79, atom 37 (H): 0.22, atom 38 (H): 0.23, atom 39 (H): 0.23, atom 40 (H): 0.23, atom 41 (H): 0.21, atom 42 (H): 0.24, atom 43 (H): 0.17, atom 44 (C): -0.57, atom 45 (C): -0.19, atom 46 (C): -0.59, atom 47 (C): -0.57, atom 48 (C): 0.25, atom 49 (C): -0.27, atom 50 (H): 0.25, atom 51 (H): 0.22, atom 52 (H): 0.23, atom 53 (H): 0.24, atom 54 (H): 0.23, atom 55 (H): 0.22, atom 56 (H): 0.25, atom 57 (H): 0.23, atom 58 (H): 0.23



No. 2
C5H8BrN2O | the ωB97M-V functional and the def2-TZVPD basis

Geometry as XYZ:
```
17
Properties=species:S:1:pos:R:3
C -0.19276 1.60089 0.57635
C 0.13061 2.27763 -0.61166
C -0.22666 0.21964 0.73758
C 0.39796 1.59271 -1.74677
C 0.45861 -0.22227 -1.47167
N 0.86580 -0.95492 -2.44943
N -0.80821 -1.98505 2.95009
O 0.21705 -0.58036 -0.28331
Br 0.57449 2.48487 -3.42401
H -0.37567 2.08066 1.50156
H 0.33998 3.33023 -0.77520
H -0.18349 -0.22751 1.69381
H 0.86116 -2.00402 -2.33062
H 1.08283 -0.53706 -3.34668
H -1.27580 -1.96960 3.84757
H -0.32079 -2.97148 2.85417
H -1.54511 -2.13436 2.27820
```

Summary:
total charge = +1
2S+1 = 3
Kohn-Sham gap (spin up / spin down) = 6.7 / 6.9 eV
ΔE to the lowest compared entry with this formula, charge and spin = 41.7 kcal per mole

natural (NBO) atomic charges, in units of e: atom 1 (C): -0.20, atom 2 (C): -0.33, atom 3 (C): 0.15, atom 4 (C): -0.12, atom 5 (C): 0.73, atom 6 (N): -0.70, atom 7 (N): -1.09, atom 8 (O): -0.43, atom 9 (Br): 0.21, atom 10 (H): 0.25, atom 11 (H): 0.27, atom 12 (H): 0.25, atom 13 (H): 0.45, atom 14 (H): 0.46, atom 15 (H): 0.38, atom 16 (H): 0.37, atom 17 (H): 0.35



No. 3
C29H21ClF3I2N7O5Ru | the ωB97M-V functional and the def2-TZVPD basis

Geometry as XYZ:
```
69
Properties=species:S:1:pos:R:3
Ru 0.40681 -0.17326 -0.24643
Cl 2.81017 0.77803 -6.62270
C 2.45278 0.13003 -5.04274
C 3.09724 -0.99799 -4.60780
C 2.81794 -1.55349 -3.35149
I 3.77209 -3.29015 -2.73243
C 1.88720 -0.97821 -2.49040
O 1.53757 -1.46548 -1.35051
C 1.26492 0.21509 -2.95052
N 0.36310 0.75773 -2.07837
C -0.36609 1.78961 -2.44694
C -0.20039 2.38804 -3.70948
C 0.72973 1.89749 -4.57920
C 1.49630 0.76658 -4.22342
H 3.82678 -1.47347 -5.24878
H -1.10160 2.14391 -1.74583
H -0.81560 3.23824 -3.96754
H 0.87936 2.35210 -5.54922
I 7.54211 3.31577 3.94942
C 5.81959 2.47149 3.11401
C 5.82583 2.09814 1.77858
C 4.67682 1.54789 1.22870
C 3.54301 1.36437 2.00855
C 3.55877 1.73369 3.34678
C 4.69609 2.29569 3.90771
C 2.29688 0.76143 1.42622
O 2.24248 0.70695 0.14266
O 1.39201 0.35460 2.15575
H 6.71269 2.23378 1.17506
H 4.64938 1.25320 0.18824
H 2.66908 1.56933 3.94003
H 4.70810 2.58836 4.94857
C -4.30712 -1.22346 2.42354
C -3.10222 -0.33349 2.63980
N -2.13332 -0.61778 1.60206
C -2.44342 -0.90089 0.31509
N -1.49862 -0.93977 -0.59806
C -1.86469 -1.46120 -1.90674
C -3.18408 -0.84820 -2.34014
C -4.23608 -1.27076 -1.34120
N -3.74834 -1.18727 0.03028
C -4.80534 -1.00290 1.01274
H -5.09964 -0.98667 3.13416
H -4.01728 -2.26709 2.56083
H -2.62974 -0.54078 3.59862
H -3.40137 0.72122 2.63076
H -1.15587 -0.46839 1.80318
H -1.94258 -2.55508 -1.87558
H -1.07125 -1.22338 -2.61143
H -3.47495 -1.17182 -3.34037
H -3.08130 0.23887 -2.33354
H -4.55023 -2.30168 -1.53661
H -5.12259 -0.63473 -1.42492
H -5.60408 -1.70862 0.77167
H -5.21785 0.01042 0.91672
N 0.44295 -1.87715 1.02060
C 0.56901 -2.83589 1.65155
C 0.64203 -3.98237 2.43415
C 1.67857 -4.14038 3.38751
N 2.51414 -4.27591 4.17287
C -0.36055 -4.97268 2.28585
N -1.17909 -5.78001 2.16766
F -0.68109 3.41025 2.39720
C -1.72821 3.27429 1.58645
F -2.82590 3.13658 2.36026
F -1.86648 4.42785 0.90190
C -1.61385 2.08209 0.59564
O -2.62662 1.83330 -0.04871
O -0.46410 1.55398 0.58975
```

Summary:
total charge = -1
2S+1 = 2
Kohn-Sham gap (spin up / spin down) = 6.8 / 6.4 eV
ΔE to the lowest compared entry with this formula, charge and spin = 20.4 kcal per mole

natural (NBO) atomic charges, in units of e: atom 1 (Ru): 1.16, atom 2 (Cl): -0.03, atom 3 (C): -0.07, atom 4 (C): -0.21, atom 5 (C): -0.27, atom 6 (I): 0.16, atom 7 (C): 0.40, atom 8 (O): -0.63, atom 9 (C): 0.09, atom 10 (N): -0.37, atom 11 (C): 0.08, atom 12 (C): -0.25, atom 13 (C): -0.13, atom 14 (C): -0.10, atom 15 (H): 0.24, atom 16 (H): 0.24, atom 17 (H): 0.22, atom 18 (H): 0.23, atom 19 (I): 0.11, atom 20 (C): -0.14, atom 21 (C): -0.26, atom 22 (C): -0.15, atom 23 (C): -0.14, atom 24 (C): -0.15, atom 25 (C): -0.26, atom 26 (C): 0.77, atom 27 (O): -0.69, atom 28 (O): -0.66, atom 29 (H): 0.22, atom 30 (H): 0.24, atom 31 (H): 0.24, atom 32 (H): 0.22, atom 33 (C): -0.42, atom 34 (C): -0.21, atom 35 (N): -0.62, atom 36 (C): 0.70, atom 37 (N): -0.55, atom 38 (C): -0.21, atom 39 (C): -0.42, atom 40 (C): -0.19, atom 41 (N): -0.44, atom 42 (C): -0.20, atom 43 (H): 0.21, atom 44 (H): 0.22, atom 45 (H): 0.22, atom 46 (H): 0.19, atom 47 (H): 0.44, atom 48 (H): 0.19, atom 49 (H): 0.21, atom 50 (H): 0.21, atom 51 (H): 0.22, atom 52 (H): 0.19, atom 53 (H): 0.19, atom 54 (H): 0.20, atom 55 (H): 0.19, atom 56 (N): -0.45, atom 57 (C): 0.50, atom 58 (C): -0.60, atom 59 (C): 0.31, atom 60 (N): -0.40, atom 61 (C): 0.32, atom 62 (N): -0.41, atom 63 (F): -0.31, atom 64 (C): 0.88, atom 65 (F): -0.33, atom 66 (F): -0.33, atom 67 (C): 0.71, atom 68 (O): -0.68, atom 69 (O): -0.68



No. 4
C16H34Cl2N3OSi | the ωB97M-V functional and the def2-TZVPD basis

Geometry as XYZ:
```
57
Properties=species:S:1:pos:R:3
C 5.83198 2.73446 -0.05016
C 5.68453 1.75427 -1.30804
C 6.10792 0.25974 -0.99539
Cl 7.77656 0.30196 -0.26689
C 5.09935 -0.48646 0.01571
C 3.76534 -0.71199 -0.80027
N 2.80002 -1.62951 -0.08016
Cl 2.48207 -1.06357 1.54985
C 1.51464 -1.85502 -0.84910
C 0.28734 -0.97682 -0.30142
O -0.75262 -1.01201 -1.29303
Si -2.11979 -0.01293 -0.84203
C -3.76437 -1.01705 -0.80099
C -1.91515 0.68446 0.95024
C -2.25909 1.53991 -1.97959
C 3.54043 -2.95128 0.05722
C 4.85891 -2.79997 0.90958
N 5.78966 -1.73242 0.44103
H 5.24715 3.66962 -0.30708
H 6.90054 3.07199 0.10258
H 5.41292 2.28991 0.89856
H 6.42920 2.14286 -2.07421
H 4.66774 1.85323 -1.79712
H 6.13122 -0.32721 -1.96865
H 4.86002 0.22815 0.86337
H 3.21502 0.26941 -0.95461
H 3.92712 -1.14194 -1.82785
H 1.22655 -2.93422 -0.64656
H 1.62990 -1.75366 -1.96209
H -0.13704 -1.46934 0.62888
H 0.57652 0.10038 -0.14072
H -3.54956 -2.08158 -0.47441
H -4.28037 -1.01558 -1.80431
H -4.51289 -0.57321 -0.06506
H -0.96934 1.30146 0.94633
H -1.82354 -0.18925 1.67327
H -2.80591 1.29562 1.26589
H -3.16665 2.14398 -1.69689
H -1.35441 2.18255 -1.77190
H -2.30030 1.27150 -3.07298
H 3.76461 -3.37589 -0.97180
H 2.86829 -3.69611 0.56499
H 5.41922 -3.78471 0.79446
H 4.66775 -2.71236 2.02905
H 6.31019 -1.45931 1.28709
C -8.65814 1.60280 2.30840
C -8.21191 1.59312 0.85022
C -7.25790 0.44014 0.52657
C -6.02169 0.54981 1.35904
N -5.06613 0.64010 2.01218
H -7.81385 1.74512 2.98681
H -9.35776 2.42173 2.48551
H -9.15729 0.66643 2.57200
H -7.72993 2.54755 0.62002
H -9.09320 1.51541 0.20852
H -6.97763 0.46760 -0.52894
H -7.73625 -0.52188 0.72491
```

Summary:
total charge = +1
Kohn-Sham gap = 8.4 eV

natural (NBO) atomic charges, in units of e: atom 1 (C): -0.63, atom 2 (C): -0.44, atom 3 (C): -0.17, atom 4 (Cl): -0.03, atom 5 (C): -0.10, atom 6 (C): -0.25, atom 7 (N): -0.23, atom 8 (Cl): 0.24, atom 9 (C): -0.26, atom 10 (C): -0.08, atom 11 (O): -0.87, atom 12 (Si): 1.84, atom 13 (C): -1.14, atom 14 (C): -1.14, atom 15 (C): -1.13, atom 16 (C): -0.25, atom 17 (C): -0.26, atom 18 (N): -0.62, atom 19 (H): 0.23, atom 20 (H): 0.24, atom 21 (H): 0.20, atom 22 (H): 0.24, atom 23 (H): 0.21, atom 24 (H): 0.23, atom 25 (H): 0.21, atom 26 (H): 0.25, atom 27 (H): 0.25, atom 28 (H): 0.24, atom 29 (H): 0.26, atom 30 (H): 0.20, atom 31 (H): 0.19, atom 32 (H): 0.24, atom 33 (H): 0.24, atom 34 (H): 0.26, atom 35 (H): 0.22, atom 36 (H): 0.24, atom 37 (H): 0.29, atom 38 (H): 0.25, atom 39 (H): 0.23, atom 40 (H): 0.25, atom 41 (H): 0.25, atom 42 (H): 0.25, atom 43 (H): 0.24, atom 44 (H): 0.21, atom 45 (H): 0.39, atom 46 (C): -0.61, atom 47 (C): -0.38, atom 48 (C): -0.51, atom 49 (C): 0.31, atom 50 (N): -0.37, atom 51 (H): 0.22, atom 52 (H): 0.22, atom 53 (H): 0.21, atom 54 (H): 0.21, atom 55 (H): 0.22, atom 56 (H): 0.25, atom 57 (H): 0.25